Entry 1:
The following is a DFT calculation (wB97M-V/def2-TZVPD) of the molecule C22H18N8O2.

XYZ file:
```
50
C22H18N8O2, DFT wB97M-V/def2-TZVPD
C -5.377 5.323 2.308
N -5.415 4.112 1.475
C -6.392 3.116 1.445
N -6.109 2.221 0.529
C -4.912 2.650 -0.034
N -4.184 1.999 -1.036
C -3.015 2.481 -1.372
N -2.481 3.697 -0.920
C -1.212 4.200 -1.377
C -0.066 3.520 -0.743
N 0.146 2.239 -0.946
C 1.214 1.918 -0.151
C 1.704 0.482 -0.088
C 2.591 -0.015 1.068
C 3.445 -1.180 0.705
C 2.657 -2.257 0.390
C 3.179 -3.554 -0.122
C 4.556 -3.689 -0.399
C 5.117 -4.861 -0.871
C 4.288 -5.954 -1.163
N 4.595 -7.132 -1.663
N 3.405 -7.794 -1.686
C 2.377 -7.043 -1.145
C 2.918 -5.816 -0.900
C 2.371 -4.666 -0.386
C 1.192 -1.995 0.628
C 1.144 -0.476 0.990
N 1.634 2.980 0.511
O 0.830 4.075 0.125
C -3.242 4.361 0.044
O -2.788 5.366 0.619
C -4.496 3.808 0.533
H -6.298 5.446 2.933
H -5.331 6.210 1.688
H -4.510 5.309 2.974
H -7.315 3.135 1.992
H -2.483 1.862 -2.098
H -1.075 5.254 -1.125
H -1.164 4.211 -2.511
H 1.857 0.161 -1.128
H 2.917 0.616 1.910
H 4.543 -1.132 0.702
H 5.216 -2.837 -0.193
H 6.172 -4.920 -1.051
H 3.318 -8.669 -2.163
H 1.338 -7.316 -1.017
H 1.284 -4.626 -0.171
H 0.643 -2.199 -0.285
H 0.780 -2.544 1.477
H 0.434 -0.077 1.699
```

## Properties
SMILES = Cn1cnc2ncn(Cc3nc([C@H]4[C@@H]5C=C(c6ccc7n[nH]cc7c6)C[C@@H]54)no3)c(=O)c21
E_LUMO = 0.014 Eh
energy above the lowest of the compared OMol25 structures with the same formula, charge and spin = 3.3 kcal per mole
frontier orbital gap = 8.1483 eV

Charge distribution, Mulliken scheme, values in e: C -0.817; N 0.018; C -0.017; N -0.706; C 1.012; N -0.584; C 0.013; N 0.063; C -1.158; C 0.709; N -0.374; C 0.048; C -0.161; C -0.038; C -0.782; C 0.538; C 0.810; C -0.992; C -0.867; C 0.261; N -0.881; N 0.110; C -0.823; C 1.089; C -0.513; C -0.960; C -0.524; N -0.434; O -0.171; C 0.312; O -0.705; C -0.124; H 0.316; H 0.306; H 0.275; H 0.379; H 0.369; H 0.376; H 0.393; H 0.393; H 0.458; H 0.434; H 0.163; H 0.429; H 0.198; H 0.455; H 0.330; H 0.346; H 0.483; H 0.545

Entry 2:
The following is a DFT calculation (wB97M-V/def2-TZVPD) of a structure of composition C22H19AsF6N6OPtSSe.

XYZ file:
```
58
C22H19AsF6N6OPtSSe, DFT wB97M-V/def2-TZVPD
Pt -1.801 -0.127 -0.487
N 0.788 2.388 -3.225
C -0.257 1.861 -2.543
S -0.724 0.227 -3.015
N -0.817 2.549 -1.609
N -1.851 2.038 -0.944
C -2.561 2.806 -0.176
C -3.803 2.406 0.385
C -4.488 3.256 1.259
C -5.753 2.945 1.714
C -6.377 1.754 1.309
C -5.735 0.878 0.483
C -4.417 1.146 -0.015
O -3.873 0.339 -0.812
H 0.948 2.016 -4.150
H 0.920 3.384 -3.120
H -2.239 3.835 -0.018
H -4.004 4.160 1.596
H -6.265 3.619 2.384
H -7.367 1.526 1.672
H -6.181 -0.058 0.189
F -0.673 1.346 1.443
As -1.389 0.658 3.005
F -2.659 -0.096 1.932
F -2.400 2.086 3.049
F -2.110 -0.066 4.361
F -0.124 1.463 3.857
F -0.337 -0.721 2.717
N 4.289 -7.374 2.435
C 3.528 -6.580 2.115
C 2.623 -5.571 1.711
C 3.088 -4.255 1.571
C 2.232 -3.269 1.148
C 0.883 -3.574 0.879
C 0.410 -4.884 1.076
C 1.278 -5.877 1.466
C 0.046 -2.562 0.400
C -0.643 -1.639 -0.028
H 4.122 -4.034 1.789
H 2.576 -2.254 1.023
H -0.635 -5.100 0.914
H 0.936 -6.892 1.595
C 2.029 0.889 0.372
N 2.798 1.119 -0.818
C 3.701 2.126 -0.965
C 4.203 2.050 -2.228
N 3.606 0.995 -2.839
C 3.874 0.528 -4.168
C 2.736 0.425 -1.972
Se 1.701 -1.074 -2.353
H 2.676 0.604 1.203
H 1.298 0.096 0.205
H 1.495 1.802 0.643
H 3.929 2.811 -0.171
H 4.930 2.667 -2.717
H 4.488 1.263 -4.682
H 2.944 0.373 -4.711
H 4.409 -0.423 -4.135
```

## Properties
2S+1 = 6
E_LUMO (spin up / spin down) = -0.123 / -0.236 Eh
energy above the lowest of the compared OMol25 structures with the same formula, charge and spin = 0.0 kcal per mole
frontier orbital gap (spin up / spin down) = 7.1741 / 4.9558 eV
charge = +1

Charge distribution, Mulliken scheme, values in e: Pt 1.148; N -0.224; C 0.299; S -0.325; N -1.221; N 0.485; C -0.263; C 0.734; C -0.672; C -0.521; C -0.555; C -0.538; C 0.847; O -0.853; H 0.262; H 0.250; H 0.393; H 0.428; H 0.439; H 0.407; H 0.458; F -0.523; As 2.015; F -0.559; F -0.473; F -0.440; F -0.471; F -0.448; N -0.388; C -0.129; C 0.646; C -0.766; C -0.198; C 0.751; C -0.525; C -0.727; C 0.296; C -0.678; H 0.475; H 0.456; H 0.523; H 0.491; C -0.613; N 0.417; C -0.415; C -0.485; N 0.271; C -0.844; C -0.295; Se 0.054; H 0.403; H -0.276; H 0.500; H 0.523; H 0.454; H 0.297; H 0.359; H 0.343

Entry 3:
The following is a DFT calculation (wB97M-V/def2-TZVPD) of a structure of composition C22H19AuFN3O7S3.

XYZ file:
```
56
C22H19AuFN3O7S3, DFT wB97M-V/def2-TZVPD
Au -0.018 -1.610 0.128
N -0.475 -3.590 0.469
C 0.394 -4.197 1.504
C 0.104 -3.532 2.840
C 0.545 -2.074 2.972
O 1.148 -1.710 3.947
O 0.140 -1.198 2.058
H -1.453 -3.694 0.733
H -0.352 -4.008 -0.452
H 1.429 -4.051 1.196
H 0.204 -5.270 1.563
H 0.590 -4.084 3.640
H -0.975 -3.559 3.026
O 0.277 0.205 -0.502
C 0.959 1.251 0.180
C 0.861 2.410 -0.795
C 0.365 3.660 -0.584
C 0.448 4.485 -1.739
C 1.002 3.835 -2.797
S 1.431 2.228 -2.408
C 0.253 1.619 1.469
C -1.095 1.655 1.660
C -1.452 2.041 2.978
C -0.359 2.307 3.747
S 1.097 2.081 2.883
C 2.427 0.932 0.425
C 3.458 1.824 0.441
C 4.713 1.225 0.733
C 4.613 -0.118 0.919
S 2.999 -0.654 0.759
H -0.050 3.980 0.361
H 0.104 5.508 -1.775
H 1.171 4.215 -3.792
H -1.797 1.387 0.885
H -2.469 2.118 3.334
H -0.335 2.608 4.782
H 3.319 2.878 0.251
H 5.643 1.769 0.788
H 5.397 -0.823 1.140
F -4.128 -2.859 -1.055
C -3.533 -1.709 -1.421
C -2.709 -1.664 -2.469
N -2.067 -0.511 -2.860
C -0.810 -0.640 -3.591
C 0.296 -1.320 -2.769
O 1.447 -1.231 -3.082
O -0.177 -2.110 -1.795
C -2.289 0.693 -2.185
O -1.784 1.737 -2.508
N -3.179 0.599 -1.124
C -3.743 -0.545 -0.572
O -4.328 -0.535 0.487
H -2.506 -2.548 -3.058
H -0.472 0.357 -3.858
H -0.971 -1.219 -4.502
H -3.308 1.458 -0.607
```

## Properties
E_LUMO = -0.051 Eh
energy above the lowest of the compared OMol25 structures with the same formula, charge and spin = 0.0 kcal per mole
frontier orbital gap = 7.0418 eV

Charge distribution, Mulliken scheme, values in e: Au 0.760; N -0.548; C -0.692; C -0.653; C 0.482; O -0.584; O -0.088; H 0.312; H 0.396; H 0.386; H 0.447; H 0.289; H 0.319; O -0.091; C 2.581; C -0.327; C -0.501; C -0.717; C -0.535; S -0.131; C -0.490; C 0.014; C -0.908; C -0.566; S -0.163; C -0.956; C -0.105; C -0.870; C -0.519; S 0.028; H 0.614; H 0.410; H 0.474; H 0.177; H 0.414; H 0.460; H 0.555; H 0.425; H 0.457; F -0.392; C 0.124; C 0.057; N 0.196; C -0.980; C 0.761; O -0.627; O -0.720; C 0.230; O -0.587; N 0.033; C 0.448; O -0.644; H 0.440; H 0.421; H 0.357; H 0.330

Entry 4:
The following is a DFT calculation (wB97M-V/def2-TZVPD) of a cluster of 4 separate species, C22H19BO12 in total.

XYZ file:
```
54
C22H19BO12, DFT wB97M-V/def2-TZVPD
O 5.726 0.335 1.768
C 4.907 -0.174 0.960
O 5.192 -0.989 0.047
C 3.407 0.189 1.158
C 3.267 1.454 2.041
O 2.133 2.203 1.614
B 1.641 1.452 0.400
C 0.149 0.805 0.872
O 0.245 -0.329 1.697
O -1.038 -0.977 1.834
O 2.673 0.524 -0.012
H 2.964 -0.708 1.603
H 3.228 1.141 3.089
H 4.110 2.127 1.937
H 1.418 2.300 -0.441
H -0.343 1.618 1.426
H -0.453 0.606 -0.035
H -1.482 -0.871 0.982
C 5.887 -4.253 -2.037
C 5.618 -4.129 -0.737
C 5.721 -5.298 0.175
O 5.481 -5.220 1.359
C 6.136 -6.601 -0.420
C 6.402 -6.713 -1.716
C 6.298 -5.543 -2.627
O 6.548 -5.663 -3.813
H 5.817 -3.414 -2.717
H 5.314 -3.175 -0.299
H 6.205 -7.440 0.262
H 6.704 -7.650 -2.169
C -2.426 3.055 -1.155
C -3.665 3.350 -1.545
C -3.947 3.849 -2.908
O -5.080 4.121 -3.265
C -2.796 4.007 -3.830
C -1.555 3.713 -3.447
C -1.269 3.214 -2.073
O -0.154 2.944 -1.707
H -2.198 2.686 -0.161
H -4.520 3.238 -0.888
H -3.026 4.372 -4.824
H -0.702 3.822 -4.104
C -6.501 0.026 0.926
C -7.694 0.363 1.407
C -7.832 1.363 2.494
O -8.923 1.667 2.934
C -6.590 1.976 3.023
C -5.394 1.641 2.544
C -5.254 0.640 1.456
O -4.169 0.340 1.021
H -6.377 -0.701 0.134
H -8.613 -0.071 1.035
H -6.714 2.703 3.815
H -4.474 2.075 2.916
```

## Properties
E_LUMO = 0.051 Eh
energy above the lowest of the compared OMol25 structures with the same formula, charge and spin = 13.4 kcal per mole
frontier orbital gap = 2.1910 eV
charge = -2

Charge distribution, Mulliken scheme, values in e: O -0.758; C 0.085; O -0.751; C 0.493; C -0.523; O -0.538; B 0.817; C -0.151; O -0.225; O -0.454; O -0.627; H 0.047; H 0.202; H 0.333; H -0.331; H 0.056; H 0.123; H 0.323; C -0.441; C -0.259; C 0.290; O -0.531; C -0.356; C -0.379; C 0.425; O -0.597; H 0.471; H 0.644; H 0.385; H 0.374; C 0.088; C -0.387; C 0.337; O -0.615; C -0.397; C -0.383; C -0.064; O -0.402; H 0.409; H 0.445; H 0.371; H 0.443; C -0.342; C -0.345; C 0.397; O -0.584; C -0.381; C -0.254; C 0.267; O -0.432; H 0.422; H 0.386; H 0.396; H 0.478

Entry 5:
The following is a DFT calculation (wB97M-V/def2-TZVPD) of a structure of composition C22H19Br2F6N7O4PbS3.

XYZ file:
```
64
C22H19Br2F6N7O4PbS3, DFT wB97M-V/def2-TZVPD
Pb 1.241 -0.271 0.560
C -4.845 -1.143 -2.578
C -4.832 -0.361 -1.273
N -3.841 -0.897 -0.315
C -2.586 -0.567 -0.186
S -1.485 -1.222 0.872
N -2.080 0.366 -1.185
N -1.944 1.515 -0.924
C -1.763 2.755 -1.086
C -2.809 3.510 -1.856
C -0.623 3.419 -0.436
C -0.205 4.657 -0.906
C 0.866 5.275 -0.280
C 1.445 4.648 0.807
C 0.934 3.418 1.216
N -0.062 2.796 0.607
H -5.640 -0.769 -3.222
H -3.898 -1.042 -3.108
H -5.037 -2.199 -2.390
H -4.617 0.693 -1.447
H -5.797 -0.412 -0.774
H -4.160 -1.634 0.303
H -3.595 2.853 -2.221
H -3.236 4.297 -1.237
H -2.328 3.970 -2.721
H -0.687 5.135 -1.746
H 1.226 6.232 -0.633
H 2.273 5.093 1.341
H 1.352 2.929 2.091
Br 3.903 -6.096 3.652
C 3.099 -4.621 2.832
C 3.029 -4.531 1.454
C 2.426 -3.414 0.910
N 1.913 -2.424 1.649
C 1.969 -2.520 2.991
C 2.558 -3.608 3.610
C 1.336 -1.423 3.773
C 1.355 -1.388 5.159
C 0.714 -0.349 5.816
Br 0.722 -0.278 7.685
C 0.066 0.632 5.080
C 0.103 0.526 3.705
N 0.722 -0.468 3.063
H 3.430 -5.302 0.812
H 2.343 -3.311 -0.161
H 2.598 -3.694 4.684
H 1.854 -2.147 5.740
H -0.448 1.449 5.563
H -0.386 1.267 3.081
F 3.905 -2.564 -4.095
C 2.798 -2.698 -3.401
F 2.852 -3.803 -2.661
F 1.747 -2.745 -4.203
S 2.600 -1.286 -2.232
O 1.403 -1.661 -1.444
O 3.786 -1.207 -1.433
N 2.388 -0.079 -3.187
S 1.238 0.980 -3.110
O 1.574 2.195 -3.764
O 0.670 1.102 -1.765
C -0.127 0.234 -4.100
F -1.125 1.118 -4.169
F 0.292 -0.062 -5.311
F -0.575 -0.867 -3.493
```

## Properties
E_LUMO = -0.277 Eh
frontier orbital gap = 7.1035 eV
charge = +2

Charge distribution, Mulliken scheme, values in e: Pb 1.242; C -0.971; C -0.215; N -0.073; C 0.276; S -0.318; N -0.175; N 0.665; C 0.233; C -1.617; C 1.166; C -0.725; C -0.689; C -0.919; C 0.079; N -0.036; H 0.369; H 0.224; H 0.340; H -0.008; H 0.424; H 0.286; H 0.335; H 0.426; H 0.407; H 0.362; H 0.478; H 0.447; H 0.457; Br -0.079; C -0.154; C -0.857; C -0.280; N 0.222; C 0.824; C -0.696; C 0.312; C -0.684; C -0.213; Br -0.080; C -0.889; C -0.371; N 0.255; H 0.493; H 0.516; H 0.475; H 0.477; H 0.468; H 0.607; F -0.183; C 0.640; F -0.201; F -0.186; S 0.971; O -0.521; O -0.686; N -0.615; S 1.133; O -0.663; O -0.504; C 0.633; F -0.211; F -0.216; F -0.207